(1)
C22H72N4O14 | ωB97M-V/def2-TZVPD

Computed properties:
- Relative energy (zero: lowest compared OMol25 entry of this formula, charge and spin): 278.34 kJ/mol
- HOMO level: -8.89 eV
- HOMO-LUMO gap: 8.9386 eV
- Lowest unoccupied orbital energy: 0.049 eV

Cartesian coordinates (Å):
C: 0.574262 4.682589 2.499006
C: 0.976651 3.228569 2.069054
O: 2.170965 3.282857 1.398757
H: 1.340332 5.042667 3.207833
H: -0.278856 4.513033 3.190401
H: 0.320637 5.345527 1.647678
H: 0.231138 2.864680 1.373971
H: 1.042674 2.557812 2.854583
H: 2.835681 3.699639 1.989249
C: -1.034609 -2.412238 -2.472463
C: -1.898592 -2.776820 -3.539717
O: -2.951207 -3.568476 -3.046342
H: -0.273757 -1.607408 -2.767884
H: -0.535592 -3.315082 -2.022137
H: -1.551733 -1.948563 -1.695638
H: -1.452848 -3.470635 -4.229506
H: -2.358980 -2.036741 -4.172394
H: -3.612105 -3.044455 -2.601033
C: 2.957544 1.928165 -1.553800
C: 4.385621 1.728582 -0.940296
O: 5.277723 1.799421 -2.023304
H: 2.945669 1.224611 -2.353674
H: 2.832731 2.991738 -1.744590
H: 2.216881 1.595611 -0.875268
H: 4.490867 0.820779 -0.406109
H: 4.555188 2.546156 -0.254218
H: 6.111463 1.345195 -1.842770
C: 2.772153 -1.714921 -2.177227
C: 3.067505 -3.156517 -2.382825
O: 2.718798 -3.912061 -1.208322
H: 3.505780 -1.252703 -1.494437
H: 1.877921 -1.503569 -1.643080
H: 2.851794 -1.097087 -3.027364
H: 4.169420 -3.328703 -2.520593
H: 2.597321 -3.413739 -3.328720
H: 3.192527 -4.753544 -1.308639
C: 0.201985 0.899926 -4.252171
C: -0.613711 0.332680 -5.411162
O: -0.270123 0.919683 -6.691382
H: -0.064349 1.862624 -3.965991
H: 1.260732 0.972278 -4.544310
H: 0.185108 0.349436 -3.343798
H: -1.644968 0.298916 -5.162899
H: -0.359772 -0.704160 -5.345258
H: -0.447295 0.278618 -7.435596
C: -2.493538 -0.462499 3.983708
C: -1.923356 0.418999 2.872450
O: -0.523383 0.273809 2.847079
H: -2.372721 -1.472592 3.648178
H: -3.501363 -0.050677 4.293183
H: -1.816042 -0.464781 4.876893
H: -2.131485 1.427224 3.295193
H: -2.373833 0.335763 1.886821
H: -0.203557 0.544010 3.671710
C: -3.578293 -4.490233 1.368868
C: -3.149991 -3.433906 0.382004
O: -2.641049 -2.223897 0.986314
H: -3.834435 -5.464419 0.919238
H: -4.492112 -4.209016 1.878413
H: -2.800229 -4.656056 2.070375
H: -3.732435 -3.184001 -0.447832
H: -2.333776 -3.988470 -0.075539
H: -1.841322 -2.374314 1.519054
C: -3.197045 0.776616 -2.702252
C: -3.828511 0.051188 -1.539444
O: -5.171268 0.434345 -1.454365
H: -3.751136 0.472262 -3.603167
H: -2.165231 0.503457 -2.708094
H: -3.323559 1.868801 -2.589796
H: -3.312889 0.306006 -0.595454
H: -3.879026 -1.082143 -1.541143
H: -5.292966 1.404606 -1.321000
C: 4.045756 1.295880 3.257258
O: 3.847972 2.621767 3.614148
N: 4.537179 0.410980 4.020181
N: 3.609066 0.846507 2.102935
H: 5.003419 0.753236 4.894419
H: 4.554705 -0.616114 3.695964
H: 3.019172 1.549099 1.601242
H: 3.779029 -0.143642 1.763820
C: 0.287464 -3.252973 1.414758
O: 0.278532 -4.676469 1.414039
N: -0.331824 -2.545626 2.330164
N: 0.986962 -2.514858 0.625906
H: -0.622529 -3.107526 3.145295
H: -0.340318 -1.543408 2.344406
H: 1.359988 -2.921020 -0.232604
H: 0.872212 -1.485558 0.599146
C: 1.899130 -1.428446 4.461542
O: 2.509621 -0.771096 5.531526
H: 0.887565 -1.575882 4.851973
H: 2.271828 -2.391435 4.244438
H: 2.012261 -0.778949 3.588648
H: 3.306792 -0.342689 5.220898
C: -0.698494 0.320688 -0.239213
O: 0.565141 0.094332 0.443285
H: -1.217499 1.194888 0.125090
H: -1.287969 -0.598076 -0.162138
H: -0.506336 0.531598 -1.264809
H: 0.433897 0.098824 1.373401
C: -2.764041 3.514802 1.050318
O: -3.044269 2.737533 -0.113231
H: -1.834939 4.020017 1.150519
H: -2.858432 3.036520 2.082709
H: -3.516598 4.363123 1.016455
H: -3.940273 2.924657 -0.470121
C: 0.100880 3.594979 -1.298173
O: -1.166190 3.280563 -1.876929
H: 0.423431 2.774319 -0.728622
H: -0.102045 4.297259 -0.599017
H: 0.776268 4.000809 -2.106861
H: -1.790540 3.076933 -1.239773

Cartesian forces (eV/Å) of the 3 atoms listed first:
C -0.5 -1.8 1.3
C -1.2 3.0 -1.2
O 2.1 0.1 -1.0


(2)
C22H73N9O12 | ωB97M-V/def2-TZVPD

Computed properties:
- Relative energy (zero: lowest compared OMol25 entry of this formula, charge and spin): 423.80 kJ/mol
- Structure (SMILES): COC[C@H](C)N.COC[C@H](C)N.COC[C@H](C)N.COC[C@H](C)N.COC[C@H](C)N.NC(N)=O.NC(N)=O.O.O.O.O.O
- HOMO level: -8.90 eV
- HOMO-LUMO gap: 9.0495 eV
- Lowest unoccupied orbital energy: 0.151 eV

Cartesian coordinates (Å):
C: 9.094853 2.883807 -2.734986
C: 8.008063 2.291507 -1.742786
C: 7.935953 0.791027 -1.970226
O: 7.289903 0.588497 -3.285186
C: 6.884673 -0.741433 -3.585326
N: 8.477733 2.729567 -0.402796
H: 10.041873 2.345067 -2.703516
H: 9.349113 3.924907 -2.536066
H: 8.650513 2.699567 -3.713106
H: 7.053723 2.751367 -1.999436
H: 7.272973 0.347727 -1.227206
H: 8.904423 0.318947 -1.804966
H: 7.507873 -1.052483 -4.423766
H: 5.865453 -0.759473 -3.971286
H: 6.874973 -1.367333 -2.693006
H: 7.776393 2.467977 0.275284
H: 8.549863 3.736867 -0.386826
C: -0.172977 -6.333643 1.112344
C: 0.027063 -7.692183 1.502914
C: -0.310827 -7.848313 3.032844
O: 0.541303 -6.996753 3.803724
C: 0.045763 -6.891433 5.140974
N: -0.817057 -8.564363 0.666104
H: -1.221117 -6.039943 1.169304
H: -0.027907 -6.096473 0.058394
H: 0.512513 -5.636003 1.593494
H: 1.072283 -7.973163 1.373854
H: -0.290467 -8.872203 3.406124
H: -1.329347 -7.576213 3.309734
H: 0.238493 -7.769333 5.757624
H: -1.038087 -6.781603 5.176974
H: 0.549273 -6.192083 5.808424
H: -0.446047 -9.503373 0.639484
H: -0.567227 -8.231493 -0.254156
C: 1.583833 0.651357 -0.857496
C: 0.221493 1.275567 -0.442606
C: -0.942407 0.194827 -0.371486
O: -2.102487 0.831887 0.228244
C: -2.721207 1.831077 -0.532106
N: 0.379413 2.009587 0.775384
H: 2.403853 1.361117 -0.966646
H: 1.511983 0.157137 -1.826356
H: 1.947443 -0.123173 -0.182226
H: 0.029793 2.009287 -1.225546
H: -0.621427 -0.603613 0.297514
H: -1.100697 -0.186993 -1.380086
H: -3.541287 2.254597 0.047724
H: -3.142257 1.291057 -1.380166
H: -2.069357 2.614447 -0.918796
H: -0.536827 2.387657 0.969454
H: 0.540093 1.417117 1.577424
C: -1.738757 -1.807963 5.785994
C: -2.880047 -0.780723 5.875244
C: -3.053677 -0.225913 7.365144
O: -3.300967 -1.300323 8.217394
C: -4.604507 -1.756643 8.204004
N: -2.627597 0.301947 4.969074
H: -0.922437 -1.327373 6.325204
H: -1.397387 -2.182743 4.821054
H: -2.004577 -2.749073 6.267394
H: -3.876007 -1.156713 5.641154
H: -3.822697 0.546347 7.383174
H: -2.148917 0.353037 7.550364
H: -4.988907 -2.118753 9.157524
H: -4.664087 -2.526283 7.434454
H: -5.371937 -1.002123 8.031214
H: -1.673777 0.581877 5.147864
H: -2.758937 0.088477 3.990664
C: -7.795647 -0.351783 -7.611926
C: -6.414117 -0.805053 -7.065516
C: -6.054017 -0.219213 -5.679666
O: -5.955007 1.200137 -5.660886
C: -7.069027 1.850247 -4.997616
N: -6.475637 -2.301223 -7.285816
H: -7.949707 -0.665483 -8.644376
H: -7.895767 0.732847 -7.571126
H: -8.545107 -0.778563 -6.945396
H: -5.588147 -0.456813 -7.685676
H: -5.126977 -0.624503 -5.274136
H: -6.898707 -0.607903 -5.110866
H: -7.987327 1.398537 -5.372816
H: -7.087397 2.823427 -5.488206
H: -7.128667 1.757907 -3.913176
H: -5.592277 -2.597733 -6.896146
H: -6.449277 -2.378063 -8.292546
O: -2.329407 4.906317 3.525464
H: -3.053027 4.286067 3.436534
H: -2.693507 5.627957 4.038174
O: 4.740083 3.183417 -4.664126
H: 5.009783 3.404677 -5.555496
H: 5.199623 2.366457 -4.470166
O: 1.714293 6.201797 0.156884
H: 2.553693 6.470837 0.530044
H: 1.430213 5.471597 0.706744
O: 1.301963 4.843417 -3.404476
H: 1.142583 5.532187 -2.759166
H: 2.176133 4.515087 -3.194116
O: 5.063163 2.182187 2.293724
H: 4.172923 2.250427 1.948684
H: 4.946273 2.041847 3.233334
C: 1.901763 2.605587 5.979924
O: 1.827503 1.666647 5.271044
N: 1.148023 3.647097 5.902564
N: 2.711923 2.722607 7.031594
H: 1.289073 4.203907 6.733324
H: 0.520633 3.854867 5.138814
H: 3.264163 1.902867 7.239324
H: 2.937693 3.665267 7.315374
C: -0.592847 1.256307 -6.170676
O: -1.025117 0.443287 -6.930436
N: -1.334947 2.207037 -5.696636
N: 0.659893 1.376987 -5.857836
H: -2.316497 2.224307 -5.934026
H: -0.919557 3.076167 -5.393056
H: 0.981363 1.943647 -5.086056
H: 1.276213 0.674837 -6.241546

Cartesian forces (eV/Å) of the 3 atoms listed first:
C -1.2 -1.0 0.1
C 2.4 1.7 -0.7
C -1.6 0.0 -0.1


Which of these has the lowest lowest unoccupied orbital energy?
C22H72N4O14


Which of these has the lowest HOMO level?
C22H73N9O12